Entry 1:
ORCA calculation (ωB97M-V with the def2-TZVPD basis set) on C28H32F3N7O2PbS as an isolated structure at a distorted geometry.

Properties
Strongest force on any atom: 0.024 hartree/bohr
HOMO: -13.3 eV
Energy above the lowest of the compared OMol25 structures with the same formula, charge and spin: 28.1 kcal per mole
Charge: +2
HOMO-LUMO gap: 4.41 eV
Spin multiplicity: 1

The geometry in XYZ format:
```
74
Properties=species:S:1:pos:R:3:forces:R:3
Pb 1.34332 -0.19912 -0.21731 0.88 0.77 -0.34
C -3.08596 4.50206 -2.13914 0.00 0.09 -0.07
C -2.67684 3.12522 -1.74144 0.05 -0.20 0.06
C -3.19233 2.51677 -0.58586 -0.04 0.05 0.00
C -2.78923 1.26113 -0.22517 -0.04 -0.03 0.05
C -1.82261 0.52869 -0.96687 -0.12 0.07 -0.11
N -1.36291 -0.67144 -0.53144 -0.33 -0.54 0.17
C -2.16963 -1.55845 0.04498 0.04 0.40 -0.23
C -3.58720 -1.50085 -0.20678 -0.24 -0.07 0.00
C -4.47091 -2.38197 0.32279 -0.11 0.11 -0.03
C -4.01503 -3.41179 1.17030 0.19 0.14 -0.08
C -4.96594 -4.38690 1.75911 -0.07 -0.10 0.02
C -2.64173 -3.54396 1.37457 0.00 -0.05 0.10
C -1.69736 -2.68799 0.83306 0.24 -0.25 -0.02
N -0.35749 -2.96255 1.13019 -0.20 0.11 0.15
C 0.08434 -3.85796 2.07727 0.32 -0.15 0.15
C 1.41688 -4.04810 1.88000 -0.15 -0.02 0.09
C 1.74336 -3.22892 0.77668 -0.19 0.06 -0.03
N 0.68436 -2.57102 0.34179 -0.01 -0.52 -0.22
C -1.29725 1.15788 -2.15193 0.10 -0.08 0.08
C -1.74404 2.42088 -2.50132 -0.03 0.04 -0.04
N -0.45713 0.48117 -3.03217 -0.05 0.11 -0.04
C -0.34278 0.65325 -4.38760 0.10 -0.07 -0.26
C 0.59265 -0.23325 -4.82631 0.01 0.03 0.03
C 1.01745 -0.92091 -3.66547 -0.12 0.13 -0.06
N 0.37657 -0.48908 -2.60114 -0.14 -0.46 -0.28
H -3.90942 4.86936 -1.53217 0.00 0.01 -0.01
H -2.24536 5.19260 -2.03434 0.00 -0.01 0.02
H -3.37892 4.52806 -3.18981 -0.02 -0.01 0.01
H -3.89973 3.05348 0.03284 0.02 0.01 0.00
H -3.15166 0.82919 0.69955 0.06 0.01 0.03
H -3.93527 -0.77105 -0.92359 0.03 -0.02 -0.02
H -5.52152 -2.32154 0.06969 0.01 0.00 0.00
H -5.92706 -3.92091 1.97151 0.01 0.01 0.01
H -5.15726 -5.19121 1.04033 0.02 0.03 -0.03
H -4.57138 -4.84790 2.66232 0.00 0.01 0.00
H -2.31371 -4.39394 1.95337 -0.01 0.02 -0.02
H -0.54962 -4.27637 2.83812 -0.05 0.05 -0.05
H 2.07293 -4.68490 2.44790 0.00 0.01 -0.01
H 2.69577 -3.08649 0.28487 0.00 0.05 0.00
H -1.35059 2.88261 -3.39785 0.02 0.00 0.03
H -0.94337 1.35523 -4.94004 -0.03 0.01 0.08
H 0.92778 -0.38786 -5.83691 -0.03 0.02 0.00
H 1.75433 -1.70406 -3.57741 0.02 0.02 0.04
C 1.05125 2.81492 1.78045 -0.10 -0.20 -0.01
C 0.00011 1.83906 2.32260 0.24 0.04 -0.06
N 0.39884 0.42418 2.24992 -0.11 0.04 0.27
C 1.25846 -0.07071 3.33397 0.09 0.09 -0.06
C 2.70940 0.40492 3.28163 0.05 -0.12 -0.21
S 3.53851 0.24425 1.65057 0.06 0.25 0.40
C 3.97062 1.98761 1.28226 -0.11 -0.14 -0.09
C 3.04019 2.75604 0.33478 0.00 0.03 0.04
N 1.61974 2.40423 0.48798 0.00 0.12 0.13
H 1.86454 2.90033 2.49714 0.02 0.06 -0.02
H 0.58540 3.80232 1.71516 0.06 0.04 0.08
H -0.91037 1.94829 1.73210 -0.08 -0.02 -0.02
H -0.23353 2.13178 3.35360 -0.09 0.03 -0.02
H -0.44806 -0.13412 2.27227 -0.01 0.04 0.07
H 1.24925 -1.16169 3.27350 -0.04 -0.01 0.00
H 0.85679 0.21170 4.31558 0.01 -0.07 0.03
H 3.29085 -0.21152 3.96586 -0.03 0.06 0.09
H 2.80964 1.43581 3.61112 0.03 0.00 0.00
H 4.96391 1.94668 0.83773 0.02 0.06 0.02
H 4.07305 2.47943 2.24787 0.05 -0.01 0.01
H 3.31413 2.54108 -0.69275 0.02 -0.02 -0.05
H 3.20742 3.82536 0.51212 0.02 -0.01 0.00
H 1.10877 2.83830 -0.27462 0.03 0.08 0.07
F 5.66500 0.78718 -2.71298 -0.03 -0.09 -0.02
C 5.03610 -0.39140 -2.69530 0.02 0.02 0.13
F 5.86527 -1.30582 -2.19756 -0.05 0.06 -0.08
F 4.73641 -0.73029 -3.95997 -0.02 0.00 0.03
C 3.72495 -0.29733 -1.87041 0.05 0.11 -0.12
O 3.41756 -1.28586 -1.16337 -0.26 -0.16 0.03
O 3.05726 0.74819 -1.99039 0.04 -0.06 0.17
```
Forces are in eV/Å.

***

Entry 2:
ORCA calculation (ωB97M-V with the def2-TZVPD basis set) on an isolated molecule of C9H8ClIO2.

Properties
Strongest force on any atom: 0.005 hartree/bohr
HOMO: -9.7 eV
Energy above the lowest of the compared OMol25 structures with the same formula, charge and spin: 0.0 kcal per mole
Structure (SMILES): CC[C@@H](Cl)C1=CC(=O)C(I)=CC1=O
HOMO-LUMO gap: 8.21 eV
Spin multiplicity: 1

The geometry in XYZ format:
```
21
Properties=species:S:1:pos:R:3:forces:R:3
C 2.57190 1.12865 0.39719 -0.09 0.04 -0.02
C 2.12669 0.06126 -0.60701 -0.01 0.03 0.07
C 1.16715 -1.01929 -0.10120 -0.06 0.06 -0.08
Cl 1.73631 -1.76784 1.43069 0.05 -0.05 0.04
C -0.25289 -0.55402 0.06299 -0.03 -0.06 0.01
C -0.64224 0.51888 0.74555 -0.08 0.06 0.02
C -2.08764 0.84984 0.87794 0.00 -0.02 0.04
O -2.51777 1.47327 1.81652 0.08 0.12 -0.18
C -2.97568 0.32733 -0.21723 0.04 0.06 0.07
I -4.75047 1.33320 -0.53835 -0.09 0.00 0.02
C -2.60739 -0.75426 -0.89372 0.09 0.03 0.07
C -1.32130 -1.41878 -0.54224 0.00 0.01 0.00
O -1.14912 -2.60146 -0.71761 0.07 0.04 -0.24
H 2.52199 0.76332 1.42202 0.09 -0.02 -0.01
H 3.59936 1.42644 0.19889 0.03 0.01 0.01
H 1.96306 2.02967 0.32973 -0.05 0.00 0.01
H 1.61962 0.54542 -1.44558 0.07 -0.07 -0.10
H 2.99509 -0.45285 -1.01881 0.03 -0.02 0.07
H 1.16559 -1.83735 -0.81548 -0.04 -0.06 0.02
H 0.04470 1.15561 1.28698 -0.04 -0.05 0.11
H -3.20695 -1.20704 -1.67126 -0.05 -0.11 0.08
```
Forces are in eV/Å.

***

Entry 3:
ORCA calculation (ωB97M-V with the def2-TZVPD basis set) on a 2-piece molecular cluster, CH8N2S overall at a distorted geometry.

Properties
Strongest force on any atom: 0.044 hartree/bohr
HOMO: -8.7 eV
Energy above the lowest of the compared OMol25 structures with the same formula, charge and spin: 5.3 kcal per mole
Structure (SMILES): NCN.S
HOMO-LUMO gap: 9.44 eV
Spin multiplicity: 1

The geometry in XYZ format:
```
12
Properties=species:S:1:pos:R:3:forces:R:3
N 0.66711 -1.21536 0.40646 -0.22 -0.79 -0.22
C 1.15832 -0.18793 -0.46890 -0.05 1.45 1.70
N 1.13297 1.20011 0.09105 0.17 -0.61 -0.72
H -0.20478 -1.03742 0.87524 -0.19 0.24 -0.12
H 1.32330 -1.62402 1.04966 0.23 0.20 -0.04
H 0.54316 -0.09232 -1.35575 0.23 -0.45 -0.44
H 2.20600 -0.39442 -0.64615 0.03 -0.27 -0.64
H 1.47441 1.20425 1.04412 -0.26 0.10 0.02
H 0.18737 1.55107 0.02444 0.04 0.13 0.45
S -3.00685 -0.32431 -0.04198 0.13 0.29 -0.11
H -3.13429 0.99215 0.20808 -0.03 -0.18 0.02
H -2.34674 -0.07179 -1.18625 -0.07 -0.10 0.10
```
Forces are in eV/Å.

***

Entry 4:
ORCA calculation (ωB97M-V with the def2-TZVPD basis set) on C38H47N3O6S3TeTi as an isolated structure.

Properties
Strongest force on any atom: 0.010 hartree/bohr
HOMO: -7.6 eV
Energy above the lowest of the compared OMol25 structures with the same formula, charge and spin: 14.9 kcal per mole
HOMO-LUMO gap: 7.52 eV
Spin multiplicity: 1

The geometry in XYZ format:
```
99
Properties=species:S:1:pos:R:3:forces:R:3
Ti 1.68552 1.05710 0.12130 0.36 -0.31 -0.16
C 6.05406 -1.95827 0.54141 0.01 0.01 -0.03
C 5.03957 -2.93305 1.13318 0.00 -0.03 0.05
S 3.55137 -2.12384 1.77427 -0.03 0.01 0.01
C 2.23891 -3.11009 1.02006 -0.02 0.01 0.04
C 2.19613 -3.16188 -0.50385 -0.04 0.01 0.01
S 2.13950 -1.54098 -1.30669 0.00 0.03 -0.03
C 3.47558 -1.62453 -2.52342 0.00 0.04 0.01
C 4.86230 -1.99499 -2.00950 -0.01 0.00 0.01
S 5.46543 -0.83990 -0.75338 0.02 0.01 0.00
H 6.92420 -2.51590 0.18750 -0.01 -0.01 0.00
H 6.41208 -1.28103 1.32005 0.00 0.00 0.00
H 5.52596 -3.48451 1.94043 0.01 0.00 -0.01
H 4.73378 -3.67416 0.39612 0.02 0.00 -0.03
H 1.33120 -2.62825 1.38449 0.02 -0.02 0.00
H 2.26340 -4.13051 1.40856 0.02 -0.01 -0.01
H 1.29744 -3.70813 -0.79812 0.00 -0.01 0.00
H 3.04524 -3.70928 -0.91045 0.02 -0.01 0.02
H 3.47716 -0.61263 -2.93292 0.02 -0.02 -0.03
H 3.18906 -2.30533 -3.32720 -0.01 -0.02 0.01
H 5.55123 -2.00528 -2.85563 -0.01 0.01 -0.01
H 4.86923 -2.99991 -1.59023 0.00 -0.02 0.00
O 0.53117 6.37528 -3.51511 -0.06 -0.01 -0.02
C 1.44996 5.61654 -2.86914 -0.03 -0.03 0.00
O 2.61639 5.80520 -3.01420 0.02 0.00 0.01
C 0.88197 4.59819 -1.93944 -0.08 0.07 -0.07
C 0.01253 4.83331 -0.88541 0.01 -0.13 0.05
N -0.12491 3.67791 -0.21741 -0.12 0.20 -0.12
N 0.57132 2.70498 -0.79372 0.43 0.23 0.11
C 1.20438 3.24101 -1.82976 -0.01 -0.25 0.11
C 2.09793 2.25588 -2.54106 -0.15 0.12 0.10
O 2.54751 2.46823 -3.63729 0.03 -0.08 -0.08
O 2.25422 1.19217 -1.80152 0.02 0.11 -0.05
H -0.35018 5.99644 -3.40332 0.06 0.02 0.01
H -0.47318 5.73830 -0.55892 0.00 -0.01 0.01
H -0.59484 3.47119 0.65293 0.03 -0.04 0.01
C -7.84645 -3.61579 -1.50302 0.03 0.01 0.00
C -6.41068 -3.24398 -1.24649 0.00 0.00 -0.04
C -5.53826 -2.97416 -2.28927 -0.05 -0.01 0.01
C -4.20948 -2.61885 -2.06969 0.01 -0.01 -0.05
C -3.33794 -2.35499 -3.26788 -0.01 -0.01 0.04
C -3.74392 -2.51798 -0.75317 0.12 -0.03 0.07
Te -1.71683 -1.98551 -0.34504 -0.08 -0.04 0.00
N 0.69415 -0.31143 1.00695 -0.10 -0.03 0.18
C 0.23564 0.57556 1.83037 -0.01 -0.13 -0.24
O 0.59046 1.84183 1.60932 -0.12 0.15 0.27
C -0.66935 0.29578 2.97104 0.00 0.06 0.02
C -0.99293 -1.01825 3.29013 0.02 -0.03 -0.01
C -1.87169 -1.28223 4.32780 0.00 0.02 0.02
C -2.43135 -0.23344 5.04775 0.01 -0.01 -0.02
C -2.10236 1.07948 4.73686 0.00 -0.01 0.00
C -1.21896 1.34381 3.70151 0.01 0.00 0.02
C -1.83405 -0.10289 -1.30519 0.04 0.00 0.02
C -1.08461 0.09924 -2.46047 -0.01 0.01 -0.03
C -1.19144 1.28115 -3.18072 0.02 0.02 0.01
C -2.05800 2.26865 -2.73978 -0.01 0.00 0.04
C -2.78449 2.08014 -1.57126 0.01 0.00 -0.04
C -2.68309 0.90455 -0.82834 -0.01 0.01 0.02
C -3.49115 0.74579 0.43151 0.02 0.00 -0.02
C -4.60754 -2.79642 0.31972 -0.03 -0.02 0.02
C -4.17049 -2.74840 1.76290 -0.01 -0.01 -0.06
C -5.92350 -3.15645 0.05027 0.01 0.05 0.02
H -8.03750 -3.73894 -2.56835 0.00 0.00 0.00
H -8.51859 -2.84211 -1.12694 -0.01 -0.01 0.00
H -8.10730 -4.54805 -0.99999 0.00 0.00 0.00
H -5.89487 -3.05032 -3.31112 0.00 0.00 0.00
H -3.77763 -2.79427 -4.16244 -0.01 -0.01 -0.01
H -2.33692 -2.76653 -3.12627 -0.02 0.01 -0.02
H -3.22351 -1.28332 -3.44030 0.01 0.00 0.00
H -0.55293 -1.81770 2.70961 0.00 0.00 0.01
H -2.12256 -2.30550 4.57604 -0.01 0.00 0.00
H -3.12192 -0.44074 5.85525 0.00 0.00 0.00
H -2.53362 1.89464 5.30349 0.00 0.00 0.00
H -0.94253 2.36007 3.45320 -0.01 0.00 0.00
H -0.42709 -0.68572 -2.81203 0.02 -0.01 0.01
H -0.60495 1.42189 -4.08067 0.00 0.00 0.00
H -2.17109 3.18620 -3.30549 -0.01 0.00 0.00
H -3.46085 2.85634 -1.22928 0.00 0.01 0.00
H -3.97005 1.68671 0.70361 -0.01 0.00 0.00
H -2.85809 0.42149 1.26121 -0.03 0.01 -0.01
H -4.27052 -0.00973 0.30663 0.01 0.01 -0.01
H -3.48915 -1.92054 1.95192 0.00 0.01 0.02
H -3.64986 -3.66934 2.04002 0.04 0.03 0.01
H -5.03380 -2.64700 2.42084 -0.01 -0.03 -0.01
H -6.58735 -3.36989 0.88223 0.00 0.00 0.00
C 3.68790 2.08662 3.14035 0.00 0.00 -0.03
C 3.96369 2.31058 1.65962 -0.04 -0.10 0.02
C 3.48646 3.68616 1.20749 -0.03 -0.03 -0.03
C 5.43293 2.10484 1.32711 -0.02 -0.01 -0.02
O 3.22659 1.31448 0.93788 -0.29 0.20 -0.12
H 4.24898 2.79837 3.74862 0.01 0.00 0.00
H 3.98258 1.07354 3.41660 -0.02 0.00 0.02
H 2.62311 2.21051 3.34295 0.01 -0.01 0.01
H 4.02104 4.47597 1.73645 0.01 0.00 0.01
H 2.41967 3.79380 1.42018 0.00 0.03 -0.01
H 3.66176 3.81280 0.13641 -0.01 0.02 0.00
H 6.04322 2.87274 1.80536 -0.01 0.00 0.02
H 5.58392 2.15143 0.24838 0.02 0.00 0.02
H 5.75652 1.12603 1.68302 0.02 0.00 -0.03
```
Forces are in eV/Å.

***

Going through the records in order, we get E_tot values of -2510.0517 -1256.0810 -550.5711 -4404.1407 a.u..